1.
{
  "formula": "C4H3NOS2",
  "method": "ωB97M-V/def2-TZVPD",
  "homo_ev": -9.0,
  "energy_ha": -1080.300186,
  "e_above_lowest_kj_mol": 758.95,
  "orbital_gap_ev": 6.10,
  "charge": 0,
  "symbols": ["C", "C", "C", "C", "H", "H", "H", "N", "O", "S", "S"],
  "positions_angstrom": [[-1.23061, 0.27850, -0.07987], [-0.54770, 1.69734, -0.01051], [0.72292, 1.54460, -0.00686], [1.16747, 0.23274, -0.20798], [0.78293, -2.10125, 1.66443], [-1.08752, 2.54854, 0.02366], [1.42326, 2.40307, 0.19466], [-0.02086, -0.46039, -0.06978], [-0.10003, -1.72266, -0.29497], [-2.76186, -0.24582, 0.09728], [2.70906, -0.27702, 0.07752]]
}

2.
{
  "formula": "C32H43BrN2P2Pt",
  "method": "ωB97M-V/def2-TZVPD",
  "homo_ev": [-12.5, -12.6],
  "energy_ha": -4730.014041,
  "e_above_lowest_kj_mol": 54.79,
  "spin_multiplicity": 3,
  "orbital_gap_ev": [5.33, 4.08],
  "charge": 2,
  "symbols": ["C", "C", "C", "C", "N", "C", "C", "C", "C", "C", "C", "C", "C", "C", "Pt", "P", "H", "H", "H", "H", "H", "H", "H", "H", "C", "C", "H", "H", "H", "H", "H", "C", "C", "H", "H", "H", "H", "H", "C", "C", "H", "H", "H", "H", "H", "Br", "P", "C", "C", "H", "H", "H", "H", "H", "C", "C", "H", "H", "H", "H", "H", "C", "C", "H", "H", "H", "H", "H", "N", "C", "C", "C", "C", "C", "C", "C", "H", "H", "H", "H", "H"],
  "positions_angstrom": [[6.17258, 4.63464, -5.75474], [5.01625, 5.15284, -5.14926], [4.72051, 6.50342, -5.37029], [5.55874, 7.26330, -6.19179], [6.64382, 6.75481, -6.77545], [6.94915, 5.47413, -6.56136], [4.14076, 4.35305, -4.33389], [3.47585, 3.63388, -3.61286], [2.77353, 2.82684, -2.73931], [2.46832, 1.52568, -3.19782], [1.69870, 0.74007, -2.36170], [1.26086, 1.33270, -1.17302], [1.62460, 2.58478, -0.65667], [2.39210, 3.37671, -1.49535], [-0.20091, 0.30979, -0.31981], [-2.00467, 0.13183, -1.66647], [3.83821, 6.94845, -4.91872], [6.45524, 3.59337, -5.61721], [5.32684, 8.31369, -6.37610], [7.84576, 5.08646, -7.05116], [2.68793, 4.40165, -1.24840], [2.81085, 1.18827, -4.18713], [1.27119, 2.89027, 0.32488], [1.39815, -0.27587, -2.62673], [-3.44753, -0.48123, -0.75101], [-4.79340, -0.09099, -1.35525], [-3.33178, -0.11484, 0.28189], [-3.34916, -1.57696, -0.70092], [-5.58553, -0.57255, -0.77319], [-4.96866, 0.98910, -1.33018], [-4.89652, -0.42268, -2.39405], [-2.27770, 1.84386, -2.24866], [-2.14318, 2.06330, -3.74844], [-1.52328, 2.43700, -1.70508], [-3.25852, 2.18580, -1.89188], [-2.27292, 3.13311, -3.95782], [-1.15856, 1.76602, -4.13220], [-2.91137, 1.51660, -4.30944], [-1.61313, -0.98514, -3.04182], [-2.82105, -1.49857, -3.81757], [-1.04639, -1.81894, -2.60164], [-0.92334, -0.45948, -3.71708], [-2.46118, -2.10436, -4.65769], [-3.47080, -2.12475, -3.19714], [-3.43114, -0.68749, -4.23125], [-1.13573, 0.80030, 1.94231], [-2.06902, 5.14548, 1.39268], [-3.10630, 4.32495, 0.13290], [-4.60269, 4.59693, 0.36240], [-2.87666, 3.24736, 0.18460], [-2.79236, 4.72166, -0.84730], [-5.16868, 4.34401, -0.54306], [-4.99552, 3.99421, 1.19088], [-4.79906, 5.65423, 0.59433], [-1.52917, 3.89656, 2.59459], [-1.34502, 4.45073, 4.01117], [-0.59110, 3.46592, 2.21002], [-2.30059, 3.10948, 2.59146], [-1.28625, 3.60988, 4.71381], [-0.41814, 5.03146, 4.08773], [-2.18316, 5.09378, 4.31115], [-0.56229, 5.73055, 0.53029], [-0.68214, 7.18810, 0.05607], [-0.37360, 5.04811, -0.31386], [0.26125, 5.64515, 1.25723], [0.31337, 7.55500, -0.21955], [-1.33082, 7.27828, -0.82189], [-1.07520, 7.84909, 0.84122], [0.31660, -1.61065, -0.20025], [0.58000, -2.74995, -0.11285], [0.89135, -4.13971, 0.05624], [1.83555, -4.55192, 1.02393], [2.00646, -5.91339, 1.30836], [1.27843, -6.87201, 0.59940], [0.40596, -6.48881, -0.42480], [0.23181, -5.12447, -0.71274], [2.40757, -3.78730, 1.54791], [2.70788, -6.20682, 2.09555], [1.39376, -7.93601, 0.83614], [-0.15121, -7.23309, -0.99963], [-0.42690, -4.79585, -1.51975]]
}

3.
{
  "formula": "C4H9NO",
  "method": "ωB97M-V/def2-TZVPD",
  "smiles": "C=C(C)[C@@H](N)O",
  "homo_ev": -9.3,
  "energy_ha": -287.782817,
  "e_above_lowest_kj_mol": 130.32,
  "orbital_gap_ev": 10.26,
  "charge": 0,
  "symbols": ["C", "C", "C", "N", "C", "O", "H", "H", "H", "H", "H", "H", "H", "H", "H"],
  "positions_angstrom": [[-0.92066, 0.27295, 0.35483], [0.90985, -1.21669, 1.08067], [0.32908, -0.54936, 0.09652], [-0.63398, 1.68290, 0.59613], [0.86628, -0.50331, -1.29840], [-1.78203, 0.17421, -0.74557], [-2.46307, 0.84721, -0.63822], [-1.42131, -0.10114, 1.26587], [-0.11443, 2.06358, -0.18927], [-0.06862, 1.79156, 1.42931], [1.82188, -1.76831, 0.92835], [0.50010, -1.23812, 2.07668], [0.07455, -0.77361, -1.99442], [1.19768, 0.50466, -1.54949], [1.70468, -1.18654, -1.41300]]
}